Run one
{"formula": "C3H4Cl2S", "method": "ωB97M-V with the def2-TZVPD basis set", "spin_multiplicity": 1, "orbital_gap_ev": 8.3, "lumo_energy_ev": -0.876, "species": ["C", "C", "C", "S", "Cl", "Cl", "H", "H", "H", "H"], "coordinates": [[-0.29214, 0.69607, 0.25165], [-1.05119, -0.44259, -0.38016], [1.03876, 0.12999, -0.08468], [0.39068, -0.93513, -1.36390], [1.66614, -1.58994, 1.42012], [2.33710, 1.13693, -0.19056], [-0.24046, 1.65811, -0.25448], [-0.49547, 0.83544, 1.24932], [-1.35802, -1.18361, 0.38443], [-1.99541, -0.30526, -1.03174]]}

---

Run two
{"formula": "C3H4Cl2S", "method": "ωB97M-V with the def2-TZVPD basis set", "spin_multiplicity": 1, "orbital_gap_ev": 9.1, "smiles": "CSC=C(Cl)Cl", "lumo_energy_ev": 0.726, "species": ["C", "C", "C", "H", "H", "H", "H", "S", "Cl", "Cl"], "coordinates": [[-0.19582, 0.89555, -1.57377], [0.16961, -0.50320, 0.65755], [0.05422, -0.90088, 1.88084], [-0.93189, 1.33752, -2.44167], [0.47232, 1.95199, -1.32277], [0.51076, 0.01921, -2.24684], [1.14514, -0.74370, 0.06867], [-1.08509, 0.62214, -0.18818], [-1.23779, -0.56795, 2.77506], [1.09855, -2.11068, 2.39112]]}

---

Stability ranking, top entry: run one; the second entry is 94.7 kJ/mol less favorable.

---

Run one
{"formula": "C19H18N2O3", "method": "ωB97M-V with the def2-TZVPD basis set", "spin_multiplicity": 1, "orbital_gap_ev": 8.0, "smiles": "Cc1ccc(NC(=O)CCN2C(=O)c3ccccc3C2=O)cc1C", "lumo_energy_ev": -0.207, "species": ["C", "C", "C", "C", "C", "C", "C", "C", "H", "H", "H", "H", "N", "C", "O", "C", "C", "N", "C", "O", "C", "C", "C", "C", "C", "C", "C", "O", "H", "H", "H", "H", "H", "H", "H", "H", "H", "H", "H", "H", "H", "H"], "coordinates": [[3.55607, -3.93921, -0.49388], [2.23435, -3.25047, -0.64644], [1.05120, -3.96220, -0.50630], [-0.17736, -3.34657, -0.63982], [-0.24417, -1.98716, -0.92452], [0.93392, -1.26654, -1.06941], [2.16740, -1.88341, -0.92915], [3.41955, -1.07494, -1.08137], [4.01366, -1.11358, -0.16873], [4.03350, -1.46698, -1.89180], [3.18074, -0.03714, -1.29743], [0.88388, -0.21282, -1.28731], [-1.51468, -1.40479, -1.04004], [-1.83461, -0.11001, -1.27138], [-1.04368, 0.77044, -1.54234], [-3.32092, 0.19147, -1.09426], [-3.56889, 0.50913, 0.39150], [-2.56819, 1.43418, 0.86743], [-2.59547, 2.79825, 0.60247], [-3.53510, 3.38763, 0.13472], [-1.27065, 3.30474, 1.03358], [-0.74431, 4.57890, 1.01101], [0.56476, 4.74510, 1.45308], [1.31390, 3.66743, 1.89906], [0.78131, 2.38214, 1.92502], [-0.51658, 2.21957, 1.48959], [-1.34743, 1.00160, 1.37224], [-1.09530, -0.14196, 1.65876], [1.35855, 1.53640, 2.26477], [2.32987, 3.82758, 2.22833], [1.00681, 5.73034, 1.44244], [-1.32991, 5.41222, 0.65537], [-4.55317, 0.96372, 0.52446], [-3.48693, -0.39443, 1.00208], [-3.55706, 1.07545, -1.68822], [-3.95090, -0.63917, -1.41127], [-2.27206, -2.03098, -0.80342], [-1.08602, -3.92000, -0.51811], [1.09062, -5.01925, -0.28464], [4.12876, -3.49544, 0.32013], [4.14737, -3.84292, -1.40418], [3.41718, -4.99635, -0.28202]]}

---

Run two
{"formula": "C19H18N2O3", "method": "ωB97M-V with the def2-TZVPD basis set", "spin_multiplicity": 1, "orbital_gap_ev": 8.1, "smiles": "O=C(NC[C@H]1CCCO1)c1cc(-c2ccco2)nc2ccccc12", "lumo_energy_ev": -0.098, "species": ["O", "C", "N", "H", "C", "H", "C", "H", "C", "H", "C", "H", "C", "H", "O", "H", "H", "H", "H", "C", "C", "C", "N", "C", "C", "C", "C", "C", "C", "H", "H", "H", "H", "C", "C", "C", "C", "O", "H", "H", "H", "H"], "coordinates": [[-1.33883, 2.61519, 0.91941], [-1.05322, 1.74128, 0.12487], [-0.82488, 1.97808, -1.18645], [-0.55519, 1.22490, -1.80005], [-0.77043, 3.30303, -1.74959], [-1.44764, 3.36238, -2.60646], [0.65513, 3.64688, -2.21023], [0.62195, 4.60765, -2.74353], [1.66976, 3.69371, -1.06035], [1.80432, 4.70336, -0.68111], [2.93139, 3.12208, -1.70227], [3.60805, 2.66336, -0.98516], [2.34005, 2.10853, -2.67936], [2.96928, 1.92549, -3.55311], [1.11622, 2.65751, -3.12945], [2.15438, 1.14634, -2.17720], [3.46491, 3.90005, -2.24913], [1.33379, 3.05691, -0.24062], [-1.09071, 4.00340, -0.97563], [-0.91348, 0.29593, 0.49683], [0.22653, -0.38585, 0.15812], [0.37150, -1.74193, 0.54386], [-0.55890, -2.38647, 1.20901], [-1.68473, -1.74365, 1.55701], [-2.66557, -2.46083, 2.27471], [-3.82518, -1.84745, 2.65720], [-4.05614, -0.49875, 2.34310], [-3.12831, 0.22439, 1.64411], [-1.92274, -0.37591, 1.23586], [-3.29883, 1.26423, 1.41245], [-4.97757, -0.03239, 2.65893], [-4.57459, -2.39729, 3.20773], [-2.46274, -3.49478, 2.50502], [1.57686, -2.47257, 0.20181], [2.72162, -2.08485, -0.45813], [3.55876, -3.21766, -0.49680], [2.86866, -4.20898, 0.13775], [1.68163, -3.76920, 0.55813], [3.11684, -5.23223, 0.34099], [4.53383, -3.28499, -0.93379], [2.94704, -1.11929, -0.86287], [1.02573, 0.10178, -0.37836]]}

---

Stability ranking, top entry: run one; the second entry is 191.3 kJ/mol less favorable.

---

Run one
{"formula": "C3H3N2O", "method": "ωB97M-V with the def2-TZVPD basis set", "spin_multiplicity": 1, "orbital_gap_ev": [9.4, 9.4], "smiles": "C=C=C[N+]#[N+][O-]", "lumo_energy_ev": [-6.155, -6.154], "charge": 1, "species": ["C", "C", "C", "N", "N", "O", "H", "H", "H"], "coordinates": [[-0.64033, -0.01104, 0.65254], [-1.74352, -0.60059, 0.56934], [0.52885, 0.57515, 0.59614], [1.26650, 0.19272, -0.45980], [1.68927, 0.20089, -1.50921], [2.37824, -0.04912, -2.36838], [-2.45165, -0.14146, 0.01532], [-2.00317, -1.46677, 1.13904], [0.97581, 1.30021, 1.36502]]}

---

Run two
{"formula": "C3H3N2O", "method": "ωB97M-V with the def2-TZVPD basis set", "spin_multiplicity": 1, "orbital_gap_ev": 7.7, "lumo_energy_ev": -8.194, "charge": 1, "species": ["C", "C", "C", "N", "N", "O", "H", "H", "H"], "coordinates": [[-0.07498, -0.22776, 0.04985], [-0.78613, 0.40769, -0.89481], [1.08392, 0.56963, 0.45616], [1.39740, 1.60575, -0.32540], [0.60313, 1.94122, -1.18309], [0.39687, 2.82246, -1.89505], [-0.34234, -1.11880, 0.46720], [-1.75274, 0.29914, -1.22303], [1.67055, 0.40141, 1.25583]]}

---

Stability ranking, top entry: run one; the second entry is 81.5 kJ/mol less favorable.

---

Run one
{"formula": "C7H7NS", "method": "ωB97M-V with the def2-TZVPD basis set", "spin_multiplicity": 1, "orbital_gap_ev": 8.5, "smiles": "N#C\\C=C/C=C\\C=C\\S", "lumo_energy_ev": -0.221, "species": ["C", "C", "C", "C", "C", "C", "C", "N", "S", "H", "H", "H", "H", "H", "H", "H"], "coordinates": [[-0.96291, 1.49398, 1.16610], [-1.09774, -1.25595, -0.57172], [-0.42593, -0.40429, -1.59199], [-1.04101, -1.03504, 0.69585], [0.55954, 0.42807, -1.32783], [-0.36661, 0.23090, 1.27727], [1.11743, 0.82557, -0.04309], [-1.62817, 2.45142, 1.03446], [2.68227, -0.02380, 0.68191], [-1.63063, -2.04666, -0.94177], [-0.71526, -0.59511, -2.62037], [-1.33437, -1.68651, 1.46263], [1.11959, 0.87086, -2.20264], [0.27847, 0.17870, 2.26716], [1.27812, 1.89933, -0.11960], [2.16718, -1.33148, 0.83362]]}

---

Run two
{"formula": "C7H7NS", "method": "ωB97M-V with the def2-TZVPD basis set", "spin_multiplicity": 1, "orbital_gap_ev": [6.9, 6.0], "lumo_energy_ev": [-0.389, -1.001], "species": ["C", "C", "C", "C", "C", "C", "C", "N", "S", "H", "H", "H", "H", "H", "H", "H"], "coordinates": [[-2.72722, -1.41567, -0.34136], [-3.91583, -0.73485, 0.04546], [-1.50948, -0.77456, -0.42664], [2.00511, 0.55972, -0.12310], [-0.38464, -0.27620, -0.19673], [1.13621, 1.55852, 0.50948], [3.30172, -0.04525, -0.16666], [0.75983, 0.30526, -0.06483], [-4.02457, 0.93310, 0.04626], [-2.98550, -2.52704, -0.54068], [-4.85199, -1.20453, 0.24422], [1.18543, 1.66621, 1.65978], [1.01570, 2.49246, -0.00221], [3.97147, 0.74339, -0.19696], [3.47684, -0.58192, -1.06556], [3.54691, -0.69864, 0.61953]]}

---

Stability ranking, top entry: run one; the second entry is 303.1 kJ/mol less favorable.